Entry from OMol25: C28H45Cl48GaNO2S as an isolated structure at a distorted geometry (the ωB97M-V functional and the def2-TZVPD basis).

Last column: Löwdin charge in e.
Cartesian coordinates (Å):
C (6.733, -0.589, -0.819)  -0.154
C (5.359, 0.339, -0.958)  -0.251
C (4.842, 0.942, 0.496)  -0.218
C (3.199, 1.017, 0.615)  -0.212
C (2.487, 1.901, -0.568)  -0.221
C (1.186, 1.008, -1.120)  -0.282
C (1.662, 0.072, -2.398)  -0.259
Ga (1.130, -1.921, -2.239)  0.415
C (-0.742, -2.206, -1.380)  -0.366
N (-0.647, -2.007, 0.143)  -0.123
C (2.491, -3.106, -1.218)  -0.258
C (2.721, -4.470, -2.099)  -0.325
C (3.486, -5.687, -1.307)  -0.580
S (2.604, -6.320, 0.219)  0.566
C (1.045, -2.654, -4.210)  -0.217
O (2.423, -2.472, -4.762)  -0.318
O (2.578, -1.250, -5.189)  -0.124
H (6.637, -1.424, -1.654)  0.040
H (7.716, 0.038, -1.034)  0.074
H (6.771, -1.126, 0.226)  0.069
H (5.607, 1.283, -1.625)  0.105
H (4.561, -0.349, -1.484)  0.089
H (5.224, 0.193, 1.331)  0.101
H (5.348, 2.009, 0.659)  0.099
H (2.726, -0.069, 0.674)  0.116
H (2.930, 1.544, 1.643)  0.105
H (3.206, 2.140, -1.491)  0.110
H (2.093, 2.922, -0.097)  0.056
H (0.423, 1.828, -1.534)  0.086
H (0.641, 0.419, -0.268)  0.066
H (1.076, 0.503, -3.343)  0.064
H (2.816, 0.227, -2.661)  0.035
H (-1.052, -3.341, -1.521)  0.055
H (-1.537, -1.455, -1.849)  0.003
H (0.371, -1.829, 0.381)  0.024
H (-1.157, -1.130, 0.402)  -0.058
H (3.475, -2.556, -0.888)  0.046
H (1.951, -3.430, -0.206)  0.025
H (1.732, -4.872, -2.632)  0.107
H (3.437, -4.162, -3.003)  0.112
H (4.616, -5.440, -1.065)  -0.015
H (3.525, -6.603, -2.072)  0.083
H (1.917, -5.306, 0.904)  -0.144
H (0.327, -1.917, -4.785)  0.074
H (0.686, -3.769, -4.218)  0.062
H (3.238, -0.733, -4.639)  0.110
C (-2.901, 1.537, 1.161)  -1.478
Cl (-2.157, 0.601, 2.468)  0.552
Cl (-2.396, 0.911, -0.418)  0.517
Cl (-4.667, 1.512, 1.304)  0.460
H (-2.563, 2.573, 1.244)  -0.017
C (3.268, 6.387, 0.405)  -1.522
Cl (4.506, 5.154, 0.114)  0.533
Cl (3.063, 7.413, -1.026)  0.497
Cl (1.730, 5.631, 0.854)  0.521
H (3.598, 7.017, 1.235)  0.016
C (-0.084, 8.725, -3.150)  -1.521
Cl (-1.230, 9.513, -4.247)  0.527
Cl (-0.358, 6.974, -3.116)  0.539
Cl (1.583, 9.084, -3.629)  0.505
H (-0.245, 9.118, -2.143)  0.021
C (-8.544, 2.740, 2.359)  -1.519
Cl (-8.047, 1.045, 2.219)  0.527
Cl (-9.322, 3.033, 3.923)  0.504
Cl (-7.152, 3.816, 2.145)  0.469
H (-9.269, 2.953, 1.569)  0.017
C (-6.169, 3.632, -2.090)  -1.507
Cl (-7.261, 4.184, -0.808)  0.498
Cl (-4.931, 2.551, -1.429)  0.498
Cl (-7.079, 2.823, -3.377)  0.523
H (-5.671, 4.506, -2.518)  -0.008
C (-3.134, 6.149, -5.472)  -1.549
Cl (-4.641, 7.070, -5.340)  0.507
Cl (-3.145, 4.774, -4.354)  0.522
Cl (-2.887, 5.595, -7.136)  0.525
H (-2.304, 6.806, -5.201)  -0.050
C (-0.469, 5.284, 4.315)  -1.514
Cl (-1.561, 5.836, 5.596)  0.532
Cl (0.769, 4.202, 4.976)  0.486
Cl (-1.379, 4.474, 3.028)  0.532
H (0.029, 6.157, 3.887)  0.013
C (-12.709, 2.520, 6.290)  -1.538
Cl (-13.593, 3.903, 6.956)  0.508
Cl (-13.247, 1.013, 7.052)  0.522
Cl (-12.916, 2.437, 4.533)  0.510
H (-11.646, 2.654, 6.506)  0.004
C (7.620, -5.714, -2.195)  -1.497
Cl (6.736, -4.331, -1.529)  0.572
Cl (7.082, -7.221, -1.433)  0.522
Cl (7.413, -5.797, -3.952)  0.486
H (8.683, -5.580, -1.979)  0.018
C (2.697, -10.362, 0.927)  -1.547
Cl (4.157, -10.146, -0.053)  0.498
Cl (1.257, -10.405, -0.103)  0.507
Cl (2.812, -11.840, 1.897)  0.499
H (2.610, -9.510, 1.607)  0.009
C (-12.394, 5.001, 10.336)  -1.546
Cl (-11.094, 4.446, 9.269)  0.504
Cl (-12.457, 4.014, 11.806)  0.517
Cl (-12.177, 6.712, 10.744)  0.516
H (-13.345, 4.892, 9.807)  -0.007
C (4.529, 4.057, 6.265)  -1.521
Cl (6.011, 3.620, 5.398)  0.523
Cl (4.012, 5.694, 5.827)  0.503
Cl (3.242, 2.887, 5.927)  0.492
H (4.739, 4.038, 7.337)  0.018
C (8.019, -8.084, -7.017)  -1.551
Cl (7.452, -6.420, -7.239)  0.513
Cl (9.357, -8.438, -8.123)  0.512
Cl (8.512, -8.354, -5.337)  0.485
H (7.193, -8.762, -7.247)  -0.093
C (-3.540, 4.511, 8.459)  -1.559
Cl (-4.632, 5.063, 9.741)  0.510
Cl (-2.302, 3.430, 9.120)  0.514
Cl (-4.450, 3.702, 7.172)  0.513
H (-3.042, 5.385, 8.031)  -0.023
C (4.138, -10.039, -6.879)  -1.512
Cl (5.822, -10.586, -6.805)  0.562
Cl (3.681, -9.227, -5.371)  0.538
Cl (3.894, -8.961, -8.264)  0.528
H (3.497, -10.914, -7.006)  0.017
C (-4.404, -3.127, -1.031)  -1.499
Cl (-5.202, -3.324, -2.601)  0.509
Cl (-3.782, -1.477, -0.853)  0.515
Cl (-5.520, -3.516, 0.288)  0.504
H (-3.560, -3.820, -0.984)  0.017

Calculated values
* spin multiplicity: 1
* HOMO level: -4.120 eV
* charge: -1
* E_LUMO: 0.045 hartree

***

Entry from OMol25: a 3-piece molecular cluster, C4H11NO2 overall at a distorted geometry (the ωB97M-V functional and the def2-TZVPD basis).

Last column: Löwdin charge in e.
Cartesian coordinates (Å):
C (1.700, -1.279, 1.471)  -0.037
N (1.141, -0.127, 1.512)  -0.029
C (0.326, 0.164, 0.410)  -0.204
C (0.764, 0.097, -0.873)  -0.167
C (-0.170, 0.013, -2.064)  -0.108
H (1.798, -1.751, 0.491)  0.055
H (2.350, -1.558, 2.287)  0.065
H (-0.593, 0.738, 0.551)  0.114
H (1.835, 0.227, -1.013)  0.101
H (-0.805, -0.862, -2.130)  0.063
H (0.509, -0.019, -2.929)  0.067
H (-0.730, 0.942, -2.145)  0.071
O (-3.089, 5.274, 1.535)  -0.043
H (-2.793, 5.252, 2.441)  0.026
H (-4.005, 5.053, 1.602)  0.016
O (0.692, -4.111, -0.017)  -0.053
H (1.234, -4.246, -0.781)  0.022
H (-0.165, -3.807, -0.348)  0.042

Calculated values
* spin multiplicity: 1
* HOMO level: -8.578 eV
* charge: 0
* relative energy (zero: lowest compared OMol25 entry of this formula, charge and spin): 305.68 kJ/mol
* SMILES: C=N/C=C/C.O.O
* E_LUMO: 0.026 hartree

***

Entry from OMol25: C44H49NP2Pb as an isolated structure at a distorted geometry (the ωB97M-V functional and the def2-TZVPD basis).

Last column: Löwdin charge in e.
Cartesian coordinates (Å):
Pb (-2.948, -2.430, 2.745)  1.196
C (-1.120, -0.748, 5.346)  -0.146
C (-0.801, 0.084, 4.349)  -0.133
C (0.578, 0.370, 3.840)  -0.189
C (1.079, -0.491, 2.657)  -0.183
C (0.803, -1.962, 2.710)  -0.122
C (0.781, -2.715, 3.814)  -0.112
C (1.004, -2.257, 5.217)  -0.173
C (-0.228, -1.741, 6.013)  -0.174
C (-2.147, -3.889, 1.319)  -0.382
H (-2.116, -0.664, 5.795)  0.088
H (-1.592, 0.679, 3.878)  0.100
H (1.320, 0.323, 4.649)  0.110
H (0.555, 1.415, 3.480)  0.112
H (0.652, -0.090, 1.721)  0.090
H (2.169, -0.322, 2.578)  0.127
H (0.678, -2.437, 1.731)  0.101
H (0.638, -3.795, 3.721)  0.091
H (1.795, -1.495, 5.273)  0.109
H (1.368, -3.138, 5.778)  0.122
H (-0.832, -2.601, 6.351)  0.100
H (0.167, -1.288, 6.941)  0.128
H (-2.817, -4.767, 1.306)  0.004
H (-1.136, -4.136, 1.668)  -0.032
H (-2.108, -3.419, 0.327)  -0.020
P (0.378, 3.775, -4.394)  1.126
P (2.312, 0.991, -5.489)  1.127
C (2.180, 3.598, -4.350)  -0.303
C (2.900, 2.479, -4.651)  -0.322
C (0.150, 5.550, -4.816)  -0.398
C (1.107, 6.532, -4.525)  -0.096
C (0.873, 7.868, -4.862)  -0.060
C (-0.322, 8.242, -5.485)  -0.055
C (-1.285, 7.266, -5.774)  -0.064
C (-1.051, 5.928, -5.455)  -0.096
C (-0.025, 3.764, -2.587)  -0.348
C (0.148, 2.534, -1.921)  -0.100
C (-0.094, 2.439, -0.552)  -0.072
C (-0.504, 3.569, 0.170)  -0.061
C (-0.682, 4.790, -0.490)  -0.057
C (-0.464, 4.885, -1.868)  -0.065
C (3.491, 0.967, -6.930)  -0.348
C (3.302, 1.968, -7.903)  -0.101
C (4.161, 2.061, -8.998)  -0.063
C (5.219, 1.154, -9.144)  -0.050
C (5.408, 0.154, -8.184)  -0.056
C (4.539, 0.048, -7.092)  -0.068
C (3.004, -0.349, -4.447)  -0.405
C (2.362, -1.604, -4.491)  -0.099
C (2.857, -2.666, -3.736)  -0.069
C (3.985, -2.489, -2.923)  -0.062
C (4.622, -1.245, -2.881)  -0.062
C (4.129, -0.173, -3.632)  -0.093
H (2.729, 4.473, -3.987)  0.075
H (3.983, 2.497, -4.472)  0.087
H (2.036, 6.267, -4.028)  0.092
H (1.630, 8.619, -4.632)  0.115
H (-0.502, 9.287, -5.744)  0.116
H (-2.223, 7.556, -6.251)  0.115
H (-1.797, 5.168, -5.688)  0.105
H (0.486, 1.661, -2.482)  0.096
H (0.040, 1.483, -0.042)  0.091
H (-0.683, 3.495, 1.244)  0.108
H (-0.991, 5.675, 0.068)  0.115
H (-0.619, 5.837, -2.375)  0.107
H (2.489, 2.685, -7.786)  0.103
H (4.009, 2.845, -9.742)  0.115
H (5.892, 1.229, -10.000)  0.118
H (6.238, -0.547, -8.284)  0.116
H (4.695, -0.743, -6.359)  0.105
H (1.484, -1.735, -5.124)  0.105
H (2.364, -3.639, -3.780)  0.113
H (4.366, -3.319, -2.327)  0.113
H (5.507, -1.101, -2.261)  0.114
H (4.628, 0.792, -3.585)  0.095
C (-6.371, -3.696, 5.415)  0.004
N (-5.554, -2.902, 6.278)  -0.128
C (-5.997, -2.636, 7.605)  0.000
C (-4.200, -2.569, 5.897)  -0.168
C (-3.404, -3.821, 5.651)  -0.291
C (-3.575, -4.919, 6.517)  -0.042
C (-2.905, -6.111, 6.254)  -0.056
C (-1.966, -6.163, 5.219)  -0.044
C (-1.754, -5.039, 4.396)  -0.127
C (-2.554, -3.925, 4.553)  -0.289
H (-7.414, -3.413, 5.601)  0.114
H (-6.276, -4.781, 5.604)  0.130
H (-6.124, -3.523, 4.355)  0.116
H (-5.692, -3.419, 8.320)  0.126
H (-5.565, -1.689, 7.950)  0.120
H (-7.090, -2.583, 7.601)  0.113
H (-4.267, -1.889, 5.016)  0.061
H (-3.737, -1.962, 6.697)  0.135
H (-4.273, -4.839, 7.361)  0.108
H (-3.110, -6.986, 6.873)  0.116
H (-1.392, -7.070, 5.045)  0.113
H (-0.981, -5.073, 3.630)  0.076

Calculated values
* spin multiplicity: 1
* HOMO level (alpha / beta): -12.177 / -12.086 eV
* charge: +2
* relative energy (zero: lowest compared OMol25 entry of this formula, charge and spin): 0.00 kJ/mol
* E_LUMO (alpha / beta): -0.299 / -0.277 hartree

***

no.,electronic energy (eV)
1,-699628.511
2,-9909.074
3,-71718.052